The following is a DFT calculation (the ωB97M-V functional and the def2-TZVPD basis) of a molecular structure, C14H33CuN6O8.

The geometry in ORCA input format:
```
! RIJCOSX wB97M-V def2-TZVPD def2/J DEFGRID3
* xyz 1 2
Cu 0.0869 0.2912 -0.0229
N 0.5401 3.6469 0.6665
O 0.5611 2.3471 0.8468
O 1.3565 4.2094 -0.1429
O -0.2667 4.3268 1.3143
C -1.2008 -1.0520 3.8947
C 0.0136 -0.5992 3.1338
O -0.0969 -0.1314 1.9910
N 1.1879 -0.5148 3.7571
C 2.3073 0.1500 3.1550
H -0.9836 -1.0767 4.9628
H -1.4662 -2.0650 3.5837
H -2.0411 -0.4022 3.6926
H 1.2547 -0.7593 4.7285
H 2.0861 1.1860 2.8586
H 2.5500 -0.2938 2.1840
H 3.1641 0.1706 3.8149
C -2.0712 -2.2551 -2.4657
C -1.2046 -2.5148 -1.2459
O -0.4702 -1.6220 -0.8056
N -1.4088 -3.6310 -0.5994
C -0.6458 -3.9603 0.6149
H -2.6577 -3.1314 -2.7330
H -1.4019 -2.0228 -3.2914
H -2.6870 -1.3935 -2.2276
H -2.2045 -4.1957 -0.8056
H 0.4005 -4.1379 0.4031
H -1.1701 -4.8078 1.0537
H -0.7289 -3.1674 1.3640
C 3.0677 -1.4785 -1.9764
C 3.1078 -0.2939 -1.0483
O 2.2227 -0.1427 -0.2070
N 4.0434 0.6273 -1.2034
C 4.0781 1.7409 -0.3172
H 3.6537 -2.2984 -1.5477
H 3.7129 -1.2906 -2.8523
H 2.0500 -1.6690 -2.2726
H 4.8623 0.4875 -1.7589
H 3.4431 2.5595 -0.6493
H 5.1234 2.0319 -0.2031
H 3.7488 1.5665 0.7104
C -2.6099 2.2302 1.8843
C -2.8877 1.1030 0.9563
O -2.0528 0.7268 0.1317
N -4.1151 0.6104 0.9580
C -4.5586 -0.4623 0.0753
H -2.2306 1.9333 2.8629
H -3.5153 2.8175 2.0882
H -1.9001 2.9385 1.4598
H -4.7487 1.0525 1.5959
H -4.7262 -0.0944 -0.9436
H -5.4818 -0.8806 0.4656
H -3.8307 -1.2703 -0.0139
O 0.3913 0.9652 -1.9400
C 0.7791 1.5158 -2.9873
N 1.5956 2.5762 -2.9863
C 0.3178 0.9868 -4.3067
H 1.4920 3.2097 -3.7708
H 1.6301 3.1039 -2.0796
H 0.5849 1.6875 -5.0897
H -0.7621 0.8420 -4.3121
H 0.7119 -0.0262 -4.4024
*
```

Results
Energy relative to the best compared isomer or geometry (same formula, charge and spin) in kJ/mol: 0.0
LUMO level (spin up / spin down) in eV: -1.940 / -4.088
Kohn-Sham gap (spin up / spin down) in eV: 9.0240 / 6.8679
F_max in eV/A: 2.55
Total energy in hartree: -3123.96028
Expectation value of S²: 0.7510